A.
The following is a DFT calculation (the ωB97M-V functional and the def2-TZVPD basis) of a cluster of 3 separate species, C33H69FN5O3S2 in total.

Computed properties:
Highest occupied orbital energy in eV: -10.391
Charge: +1

The geometry in XYZ format:
```
113
C33H69FN5O3S2 | the Open Molecules 2025 dataset | the ωB97M-V functional and the def2-TZVPD basis
S 2.49462 -2.15671 1.10845
S 3.87962 -4.70264 0.78921
F 0.81165 -6.23042 0.99036
O 1.15639 9.59346 -3.54902
O -2.13942 3.71063 -1.42566
O -5.35058 0.36271 2.43634
N -0.35847 7.14772 -3.35420
N -3.77826 1.85580 1.90239
N -1.47577 -4.49258 -0.26910
N -4.44937 5.16077 -0.47381
N 2.88717 -3.36416 -1.32443
C -0.54347 -6.37597 1.04395
C 1.32791 7.05636 -1.60160
C 0.09598 -7.16709 3.41571
C 3.46616 -3.01224 3.66406
C -1.63995 0.62044 1.44266
C 1.78098 8.34520 -3.77452
C 3.09614 -3.46968 0.07251
C -1.26194 -5.06926 0.83501
C 1.45207 10.19980 -2.30348
C -4.28866 1.26743 4.30938
C -2.27791 -3.25800 -0.12014
C 4.83727 -1.77352 -1.52295
C 2.27738 -4.58770 -1.87260
C -2.43022 5.01202 -1.92589
C 1.08757 7.14797 -3.10605
C -1.05273 -4.88467 -1.62775
C -2.44603 2.65272 -2.30913
C 4.21376 -3.12660 -1.93704
C -4.81165 4.76172 -2.84741
C -4.50623 1.11948 2.82229
C -2.31644 1.85424 2.07485
C -0.15538 -3.76610 -2.23147
C -1.75041 -2.79656 1.25320
C -1.88166 -4.18510 1.93008
C -1.65634 -0.56761 2.45224
C 1.14501 -4.25883 -2.87192
C 5.96868 -1.87998 -0.48962
C 6.10778 -0.58082 0.34877
C 2.01346 -3.44536 3.91244
C -2.60570 -1.69442 1.93787
C -0.98481 -7.09471 2.32532
C 3.70252 -2.06481 2.46115
C -3.90594 5.42353 -1.81243
H 1.52986 -3.41880 -3.45204
H -0.71140 8.06734 -3.09803
H -3.48017 2.32090 -2.17841
H -2.27173 2.92839 -3.35278
H 1.87866 -3.59537 4.98445
H -1.97507 -4.95148 -2.19756
H 1.06776 6.06006 -1.24045
H -2.88124 -4.45774 2.23904
H 1.50834 6.24298 -3.55511
H -3.96317 1.50092 0.97186
H -5.26217 1.34482 4.77756
H -3.94919 6.50208 -1.98846
H -3.30168 -1.30661 1.20311
H 2.37653 7.23717 -1.35740
H 5.19450 0.01483 0.29696
H -0.73608 -2.49395 1.00367
H -0.59602 0.84008 1.22054
H -5.04765 3.72860 -2.59141
H 4.69194 -2.29521 2.07660
H -3.11513 -2.17895 2.76449
H -0.56627 -5.85470 -1.61419
H 1.27879 -2.70946 3.60783
H -0.81626 -7.01089 0.19763
H 4.07039 -3.90651 3.55563
H -3.91683 5.69289 0.20916
H -3.30554 -3.62691 -0.03716
H 0.09184 -6.25998 4.01368
H 5.86701 -2.71922 0.19590
H -1.79606 1.81077 -2.05861
H 4.12494 -3.15624 -3.01955
H -2.26282 -2.55880 -0.94830
H -4.24477 4.19155 -0.24246
H 4.08184 -1.06040 -1.20213
H -1.89872 2.74859 1.61091
H -1.12952 -4.16406 2.72154
H 0.11821 -3.02158 -1.48079
H -2.01919 1.90777 3.11708
H -1.84352 5.69688 -1.31192
H 6.92094 -2.01769 -0.99771
H -2.11110 0.35481 0.49616
H 0.97860 -5.08073 -3.56629
H -3.67887 2.14359 4.52790
H 3.76813 -1.04391 2.82873
H -3.77992 0.40421 4.72640
H -4.35320 4.77447 -3.83863
H -0.19976 -7.96136 4.09880
H 1.74020 8.19327 -4.85657
H 1.85614 -4.42219 3.45388
H 5.28779 -1.37487 -2.43184
H 0.71853 7.76505 -1.04123
H 2.47958 9.99941 -1.98722
H 1.08113 -7.43042 3.05032
H -1.86148 -6.62832 2.76914
H 3.81617 -2.53116 4.57645
H 6.89983 0.04778 -0.04582
H 6.29223 -0.80926 1.39455
H 3.02623 -5.11783 -2.46007
H -1.27875 -8.10798 2.06744
H -2.06068 5.12084 -2.94914
H 2.84388 8.39343 -3.50366
H 1.32838 11.27599 -2.42079
H -0.51902 7.09625 -4.35698
H -0.77483 -3.23366 -2.95042
H -0.66137 -0.95331 2.62961
H 4.93633 -3.90623 -1.66763
H -5.76012 5.29509 -2.91159
H 1.87930 -5.25136 -1.10989
H -2.09149 -0.23930 3.39011
H 0.75194 9.86918 -1.53285
```

Here are the Löwdin charges for atoms 1 to 6, given in e: 0.89, 0.79, 0.02, -0.19, -0.20, 0.07


B.
The following is a DFT calculation (the ωB97M-V functional and the def2-TZVPD basis) of a cluster of 3 separate species, C33H69FN5O3S2 in total.

Computed properties:
Highest occupied orbital energy in eV: -10.412
Charge: +1

The geometry in XYZ format:
```
113
C33H69FN5O3S2 | the Open Molecules 2025 dataset | the ωB97M-V functional and the def2-TZVPD basis
S 2.02258 -2.09958 0.88401
S 3.53040 -4.62921 0.87756
F 1.04719 -6.18223 0.79329
O -1.97948 3.60791 -1.35226
O 1.23106 9.52390 -3.60870
O -5.16654 0.30689 2.57885
N -0.26995 7.06614 -3.36542
N -1.33468 -4.51055 -0.26122
N -3.54263 1.79690 2.01337
N 2.73987 -3.34204 -1.36617
N -4.29831 5.04824 -0.37832
C -4.69211 4.60552 -2.73750
C 1.12853 -4.28035 -2.94381
C -0.61533 -7.12443 2.28104
C -1.04013 -5.08552 0.84597
C -0.98716 -4.90239 -1.63677
C -1.41558 0.59270 1.54295
C 2.89496 -1.95603 2.45027
C -2.08096 1.82320 2.15922
C -1.40154 -0.60986 2.52096
C 2.40064 -2.83789 3.60952
C 5.75680 -0.31699 0.31425
C 2.21263 -4.59538 -1.92371
C -2.29766 4.89836 -1.86219
C -4.28296 1.08003 2.94201
C 5.70673 -1.63823 -0.48310
C 4.60655 -1.64238 -1.54813
C 4.07261 -3.03064 -1.93143
C -1.52271 -2.84235 1.31281
C 2.82197 -3.42327 0.04971
C 1.54633 10.15502 -2.38134
C -0.30530 -6.38984 0.97366
C -3.77500 5.29042 -1.72803
C 1.17901 7.08524 -3.13832
C -2.33180 -1.75345 2.04731
C 0.55299 -7.17011 3.26961
C -2.27925 2.53218 -2.21426
C -2.13342 -3.28686 -0.02989
C -1.55055 -4.23013 1.98683
C -0.14161 -3.79366 -2.28077
C 1.44089 7.00849 -1.63680
C -4.02746 1.29606 4.41063
C 0.92842 -3.26373 3.55444
C 1.85521 8.27695 -3.82981
H 2.92138 8.33189 -3.57188
H -1.60768 1.70877 -1.95936
H 0.96783 -5.11040 -3.62893
H -5.64633 5.12834 -2.79074
H 0.28906 -2.53862 3.05682
H -1.94864 4.99811 -2.89345
H 5.93353 -0.49780 1.36944
H 3.01151 -3.73048 3.67199
H -1.70857 5.59735 -1.26764
H 0.83267 7.72027 -1.07916
H -0.52063 -2.53084 1.01987
H 1.50285 -7.40343 2.80719
H -0.48426 -5.86229 -1.63170
H 4.00334 -3.09279 -3.01374
H 2.58223 9.96521 -2.08600
H 6.52476 0.34415 -0.07385
H 2.55653 -2.30505 4.54538
H 4.81561 0.22430 0.22759
H -3.52384 0.43750 4.84459
H 2.99774 -5.13098 -2.45396
H 1.19107 6.01431 -1.26439
H -0.77726 -3.26551 -2.98621
H 1.80639 -5.24589 -1.15457
H -4.99007 1.40404 4.89437
H 4.81239 -3.77522 -1.62239
H -3.30614 2.18018 -2.07623
H -0.90995 -8.14091 2.04052
H -1.91017 0.32691 0.60968
H -4.91062 3.57461 -2.45844
H -1.68734 2.71404 1.67403
H -2.16032 -2.58318 -0.85247
H -3.15304 -3.65198 0.11659
H 0.34509 -7.96822 3.97776
H -2.52354 -4.52204 2.36214
H 3.79665 -0.97328 -1.27317
H 2.87147 -0.91348 2.75436
H 1.79771 8.11449 -4.90926
H -1.46295 -6.67548 2.79159
H -3.07669 -1.36798 1.36015
H -3.76782 5.59917 0.29054
H 0.87188 9.83619 -1.58304
H -3.40961 2.17057 4.59182
H 0.59834 -6.26035 3.86088
H -1.77604 1.89850 3.19718
H -0.39077 -0.98190 2.66043
H 5.05363 -1.24119 -2.45597
H -1.93309 -4.99531 -2.16211
H -0.63156 7.98245 -3.11204
H 6.67416 -1.74624 -0.96702
H 2.49059 7.19984 -1.40708
H 0.14922 -3.05037 -1.53722
H 1.41450 11.22712 -2.52080
H -0.63622 -7.01901 0.14545
H 1.60004 6.18050 -3.58732
H -4.08910 4.08526 -0.12902
H -0.44748 7.00021 -4.36414
H -1.79902 -0.29128 3.47924
H -4.25181 4.60638 -3.73670
H 5.62488 -2.46619 0.21603
H 3.94117 -2.18862 2.27980
H -2.79898 -2.23420 2.90019
H -3.82920 6.36595 -1.91788
H -3.75754 1.43241 1.09353
H 0.55352 -3.36742 4.57069
H 0.85206 -4.25126 3.10342
H -2.12212 2.79784 -3.26341
H -0.75901 -4.22971 2.73925
H -0.38349 0.83139 1.29496
H 1.50387 -3.44643 -3.53653
```

Here are the Löwdin charges for atoms 1 to 6, given in e: 0.94, 0.80, -0.03, -0.20, -0.19, 0.04


Bottom line: B, by a margin of 44.7 kJ/mol.


A.
The following is a DFT calculation (the ωB97M-V functional and the def2-TZVPD basis) of an isolated molecule of C2HFN2O.

Computed properties:
Highest occupied orbital energy in eV: -11.323
SMILES: Fc1ncno1
Charge: 0

The geometry in XYZ format:
```
7
C2HFN2O | the Open Molecules 2025 dataset | the ωB97M-V functional and the def2-TZVPD basis
F 0.88469 0.35519 2.14956
O -0.88910 0.37151 0.75532
N -1.17448 0.14831 -0.51605
N 0.99846 -0.20676 -0.14292
C -0.07710 -0.26898 -1.05514
C 0.41701 0.16581 0.90194
H -0.15947 -0.56507 -2.09270
```

Here are the Löwdin charges for atoms 1 to 6, given in e: 0.15, 0.07, 0.06, 0.18, -0.14, -0.44


B.
The following is a DFT calculation (the ωB97M-V functional and the def2-TZVPD basis) of an isolated molecule of C2HFN2O.

Computed properties:
Highest occupied orbital energy in eV: -10.730
SMILES: Fc1conn1
Charge: 0

The geometry in XYZ format:
```
7
C2HFN2O | the Open Molecules 2025 dataset | the ωB97M-V functional and the def2-TZVPD basis
F -2.08534 -0.26979 -0.00685
O 1.39178 0.27111 -0.02299
N -0.01940 -1.34532 -0.01793
N 1.22630 -1.09572 0.02206
C -0.73136 -0.21690 0.01805
C 0.16464 0.79182 0.01653
H 0.05340 1.86478 -0.00887
```

Here are the Löwdin charges for atoms 1 to 6, given in e: 0.09, 0.00, 0.10, 0.05, -0.33, -0.04


Bottom line: A, by a margin of 70.3 kJ/mol.